{
  "formula": "C40H65FN2O7S2",
  "method": "ωB97M-V/def2-TZVPD",
  "symbols": ["C", "C", "C", "C", "C", "C", "C", "C", "C", "C", "C", "C", "C", "C", "C", "C", "C", "C", "C", "C", "C", "C", "F", "C", "C", "S", "O", "O", "O", "C", "C", "S", "C", "C", "H", "H", "H", "H", "H", "H", "H", "H", "H", "H", "H", "H", "H", "H", "H", "H", "H", "H", "H", "H", "H", "H", "H", "H", "H", "H", "H", "H", "H", "H", "H", "H", "H", "H", "H", "H", "H", "H", "H", "H", "H", "H", "H", "H", "H", "H", "H", "H", "H", "H", "H", "H", "H", "H", "H", "C", "C", "C", "C", "C", "C", "N", "O", "O", "H", "H", "H", "H", "H", "C", "C", "C", "C", "C", "C", "N", "O", "O", "H", "H", "H", "H", "H"],
  "coordinates": [[14.182890, -1.620193, 0.606343], [12.953530, -2.548887, 0.289093], [11.595534, -1.747264, 0.474855], [11.083407, -1.722151, 1.973304], [9.510724, -1.423759, 1.913969], [9.352727, 0.121541, 1.531380], [8.445183, 0.230478, 0.219111], [8.546229, 1.721131, -0.278156], [7.917543, 2.009082, -1.715039], [7.374281, 0.749217, -2.481941], [5.866005, 0.379477, -2.107107], [4.869365, 1.589673, -2.308549], [3.504284, 1.162905, -3.020174], [2.273057, 1.141296, -2.022043], [0.983782, 1.866131, -2.572353], [-0.009519, 2.354914, -1.417130], [-1.295311, 1.395488, -1.326382], [-1.418121, 0.926878, 0.164804], [-2.770145, 0.187164, 0.552829], [-3.943709, 0.357103, -0.483818], [-4.669929, 1.756523, -0.467036], [-5.966906, 1.829813, 0.423717], [-3.836002, 2.853358, -0.125086], [-3.141174, 0.699194, 2.016479], [-4.289962, -0.122820, 2.710238], [-3.774158, -1.893444, 2.665984], [-4.793286, -2.767848, 3.228986], [-2.569231, -1.977612, 3.484539], [-3.501541, -2.193971, 1.077940], [-2.412657, -1.377189, 0.593373], [-1.973310, -1.945083, -0.816219], [-3.112056, -3.398357, -1.258665], [-2.794891, -3.758726, -3.056495], [-2.596878, -5.337682, -3.180881], [14.059237, -0.996369, 1.524270], [14.327830, -0.948899, -0.287111], [15.091194, -2.284701, 0.657463], [12.910399, -3.487968, 0.893117], [12.965804, -2.865028, -0.792546], [10.806414, -2.235399, -0.162759], [11.712769, -0.681383, 0.129814], [11.532387, -0.846491, 2.506127], [11.257371, -2.678986, 2.524340], [8.997565, -1.680213, 2.876926], [9.049189, -1.994320, 1.065186], [8.923026, 0.712102, 2.382828], [10.354962, 0.559542, 1.282246], [8.902152, -0.492748, -0.504331], [7.420647, -0.092103, 0.524550], [8.003448, 2.351878, 0.480307], [9.640227, 1.980992, -0.295448], [8.737276, 2.457198, -2.343373], [7.146749, 2.815364, -1.576539], [8.043426, -0.143980, -2.441933], [7.325734, 1.042886, -3.573688], [5.889279, 0.020603, -1.048008], [5.604605, -0.494977, -2.756183], [4.670544, 2.004899, -1.279205], [5.414739, 2.388010, -2.869994], [3.360544, 1.824369, -3.909532], [3.676134, 0.119313, -3.408356], [2.036350, 0.063426, -1.827944], [2.591260, 1.689766, -1.091655], [0.492499, 1.169291, -3.298777], [1.347561, 2.746991, -3.176911], [-0.321702, 3.387628, -1.734770], [0.595611, 2.349842, -0.478967], [-2.149916, 2.006255, -1.701181], [-1.105922, 0.579969, -2.063627], [-0.539613, 0.241449, 0.356419], [-1.275898, 1.782188, 0.880561], [-3.667361, 0.136379, -1.541307], [-4.730864, -0.404853, -0.210000], [-5.015366, 1.944471, -1.524265], [-6.340803, 0.769059, 0.521633], [-5.714910, 2.150786, 1.467211], [-6.796048, 2.417561, -0.038772], [-2.202704, 0.633009, 2.637194], [-3.443448, 1.774620, 2.031722], [-4.385428, 0.103127, 3.806673], [-5.274143, -0.094936, 2.187899], [-1.519228, -1.461719, 1.273294], [-0.947588, -2.401721, -0.756437], [-2.091301, -1.231039, -1.659405], [-1.881498, -3.223821, -3.442457], [-3.640163, -3.421127, -3.718578], [-3.081828, -5.853926, -2.308539], [-1.492776, -5.512961, -3.081415], [-2.980741, -5.745807, -4.145130], [-8.842873, 3.674596, 4.501344], [-10.031386, 4.373323, 4.328425], [-10.232853, 5.128884, 3.181758], [-9.238759, 5.173051, 2.214302], [-8.045825, 4.484844, 2.381275], [-7.849633, 3.733429, 3.531377], [-9.457607, 5.950477, 0.988905], [-10.508079, 6.557470, 0.883138], [-8.577288, 5.940097, 0.146582], [-8.690426, 3.080761, 5.395559], [-10.802877, 4.326344, 5.087284], [-11.161843, 5.669659, 3.055914], [-7.266223, 4.521271, 1.630992], [-6.922964, 3.189590, 3.670966], [-9.916880, -2.867078, 0.195413], [-8.820813, -2.121312, 0.611676], [-7.535672, -2.545061, 0.305349], [-7.360066, -3.714350, -0.422012], [-8.448045, -4.469792, -0.835660], [-9.731078, -4.041568, -0.523205], [-6.006468, -4.149820, -0.766494], [-5.069853, -3.469949, -0.373139], [-5.881541, -5.166989, -1.438000], [-10.920259, -2.530974, 0.431473], [-8.969418, -1.206764, 1.173589], [-6.687493, -1.957736, 0.634622], [-8.313363, -5.384354, -1.398535], [-10.587846, -4.621926, -0.843406]],
  "forces_ev_per_angstrom": [[0.12, -0.94, -0.97], [-0.90, 1.04, -0.37], [0.31, -0.67, 0.56], [-1.42, 0.28, -0.76], [0.99, 1.01, -0.07], [-0.70, -0.84, -0.52], [1.32, 0.79, 1.36], [-0.71, -0.65, -0.29], [0.88, -0.13, 0.33], [-1.25, 0.97, -0.79], [1.25, -0.09, -0.02], [0.14, -0.62, 0.41], [0.77, -0.25, 0.42], [0.06, 0.44, -0.61], [0.70, 0.16, 0.04], [0.19, -0.75, -1.79], [1.33, 1.34, 0.39], [-0.34, -0.30, -0.43], [0.27, -0.49, -0.06], [-0.53, 0.48, 0.86], [-1.31, 0.02, -0.71], [0.40, -1.18, 0.12], [-0.25, -0.85, -0.16], [-0.20, -0.38, 0.03], [0.66, -0.82, -0.53], [0.09, -0.94, 3.28], [0.12, 1.08, -2.18], [-0.19, 0.61, -1.85], [-0.05, 0.87, 2.19], [1.48, 1.22, -0.83], [-0.06, -1.17, -0.32], [3.41, 1.22, -2.25], [0.65, -0.48, -0.71], [0.48, 0.74, 0.55], [0.11, -0.68, -0.67], [-0.11, -0.46, 1.02], [-0.68, 0.94, 0.24], [0.17, 0.82, -0.30], [0.35, 0.25, 1.03], [0.69, 0.48, 0.59], [-0.03, -1.08, 0.12], [-0.10, -0.98, -0.16], [0.16, 0.74, -0.55], [0.43, 0.25, -0.86], [0.38, 0.15, 0.99], [0.31, -0.45, -0.79], [-0.84, -0.37, 0.33], [-0.63, 0.65, 0.46], [0.67, 0.27, -0.61], [0.81, -0.45, -0.64], [-1.08, -0.08, 0.16], [-0.83, -0.32, 0.53], [0.53, -0.94, -0.46], [-0.50, 0.80, 0.23], [0.16, -0.32, 0.97], [-0.37, 0.24, -0.81], [-0.03, 0.72, 0.56], [0.01, -0.20, -1.10], [-0.62, -0.61, 0.24], [-0.23, -0.45, 0.77], [-0.30, 1.07, 0.17], [0.16, 0.98, 0.35], [-0.37, -0.82, -0.70], [0.15, 0.69, 0.55], [-0.44, -0.76, 0.63], [0.23, -0.90, 0.86], [-0.76, 0.28, -0.56], [0.41, -0.69, 0.55], [-0.38, 0.34, 0.86], [-0.88, 0.57, -0.09], [-0.19, -0.55, -0.96], [0.16, 0.12, 0.99], [0.75, 0.69, -0.38], [0.50, -0.03, 0.97], [0.13, 1.09, -0.16], [-0.31, 0.05, -0.97], [0.90, -0.18, 0.51], [-1.00, -0.13, -0.49], [0.31, -0.80, -0.35], [0.02, -0.29, -1.10], [0.76, 0.20, 0.46], [-1.06, -0.20, -0.40], [-0.83, 0.94, -0.11], [0.40, -0.38, 0.88], [-0.80, -0.53, 0.47], [0.59, -0.23, 0.98], [0.26, 0.45, -1.01], [-1.01, -0.14, -0.22], [0.34, 0.33, 0.74], [0.01, -0.03, 0.03], [0.16, -0.04, -0.08], [-0.20, 0.06, 0.05], [0.07, -0.32, 0.49], [0.24, -0.07, -0.11], [-0.20, 0.06, 0.03], [-0.06, 0.24, -0.35], [0.25, -0.16, 0.07], [-0.18, -0.04, 0.23], [-0.01, 0.05, -0.05], [0.03, 0.03, -0.07], [0.13, 0.02, -0.17], [-0.18, 0.12, -0.06], [-0.04, 0.06, -0.04], [-0.04, 0.00, 0.00], [-0.03, -0.14, -0.10], [0.05, 0.18, 0.07], [-0.54, 0.32, -0.18], [-0.10, -0.16, -0.10], [0.10, 0.14, 0.11], [0.05, 0.22, 0.12], [-4.20, -1.21, 1.83], [0.07, 0.04, 0.21], [0.07, -0.03, -0.01], [0.04, -0.06, -0.02], [0.08, -0.21, -0.08], [0.20, 0.11, 0.04], [0.08, 0.01, 0.01]],
  "lumo_ev": -0.695,
  "charge": 0,
  "energy_ha": -3095.1968,
  "homo_lumo_gap_ev": 6.865,
  "spin_multiplicity": 1
}